Entry from the Open Molecules 2025 dataset: one molecule with the formula C22H24F3N3O3 in a non-equilibrium geometry (ωB97M-V/def2-TZVPD).

```
55
Properties=species:S:1:pos:R:3:forces:R:3:lowdin_charge:R:1
C 2.5075 2.9383 -6.0547 0.061 -0.058 0.227 -0.11
C 2.7767 2.0867 -4.8207 -0.087 -0.098 -0.276 -0.27
C 2.8604 0.6027 -5.1697 0.024 0.149 0.369 -0.19
C 3.0760 -0.2686 -3.9299 0.362 -0.027 -0.585 -0.12
N 1.9446 -0.2129 -3.0439 -0.742 -0.436 0.087 -0.08
N 1.9494 0.5931 -1.9834 0.382 0.613 0.590 0.13
C 0.7518 0.4396 -1.4169 0.009 -0.722 -0.925 -0.23
C 0.2569 1.0679 -0.2643 -0.413 0.060 0.351 0.04
C -1.0183 0.7652 0.1445 0.472 0.092 -0.306 -0.13
C -1.6515 1.3941 1.3361 0.302 0.200 0.190 -0.45
O -2.8544 1.5490 1.4386 -0.277 -0.117 -0.056 0.06
N -0.7868 1.7952 2.3039 0.247 0.136 0.043 0.08
C -1.2475 2.3844 3.5432 -0.172 0.030 0.007 -0.13
C -1.2673 1.3734 4.6609 0.050 0.095 0.031 -0.20
C -2.1661 0.3163 4.6085 0.107 0.034 0.141 0.00
C -2.1925 -0.6522 5.5981 -0.084 -0.114 0.012 0.01
C -1.3029 -0.5519 6.6534 0.143 0.065 0.111 -0.20
O -1.2297 -1.4687 7.7219 0.550 1.050 -0.379 0.14
C -2.0349 -2.5059 7.7703 -0.998 -1.455 0.185 -0.74
F -1.7643 -3.2092 8.8663 0.259 0.116 0.224 0.18
F -1.9135 -3.3547 6.7320 0.254 0.139 -0.258 0.16
F -3.3430 -2.1961 7.8272 -0.061 0.393 -0.023 0.16
C -0.3969 0.4956 6.7254 -0.152 -0.360 0.170 0.01
C -0.3807 1.4508 5.7273 -0.172 -0.036 -0.107 -0.03
C -1.8175 -0.1464 -0.5897 -0.218 -0.296 -0.254 -0.02
C -1.3612 -0.7753 -1.7106 -0.311 -0.010 0.195 -0.02
C -0.0537 -0.4973 -2.1534 0.414 0.252 -0.020 -0.08
C 0.7858 -0.8805 -3.2075 0.104 -0.049 -0.043 -0.21
O 0.6930 -1.6960 -4.2825 0.340 0.484 0.250 -0.02
C -0.3732 -2.6300 -4.3208 -0.352 -0.474 0.075 -0.22
C -0.2309 -3.7292 -3.2753 0.097 0.357 -0.191 -0.06
H 1.5628 2.6569 -6.5150 -0.099 0.002 -0.093 0.07
H 3.2985 2.8074 -6.7902 0.058 0.027 -0.132 0.07
H 2.4578 3.9909 -5.7876 -0.020 0.122 -0.063 0.07
H 1.9833 2.2439 -4.0881 0.058 0.014 0.074 0.10
H 3.7151 2.3995 -4.3583 0.000 0.010 0.112 0.11
H 3.6896 0.4329 -5.8591 0.012 -0.052 -0.066 0.12
H 1.9408 0.2859 -5.6658 0.014 -0.047 -0.085 0.11
H 3.9377 0.0850 -3.3608 -0.094 -0.117 -0.001 0.13
H 3.2242 -1.3101 -4.2276 0.039 0.099 0.119 0.13
H 0.8796 1.7915 0.2382 0.043 0.107 0.099 0.12
H 0.1789 1.5158 2.2502 -0.104 -0.072 -0.068 0.14
H -2.2629 2.7421 3.3471 0.206 0.067 0.069 0.13
H -0.6049 3.2311 3.8001 -0.106 -0.040 0.004 0.12
H -2.8579 0.2530 3.7825 -0.098 -0.016 -0.113 0.12
H -2.9051 -1.4582 5.5282 -0.012 -0.047 0.037 0.12
H 0.2804 0.5424 7.5621 0.100 0.012 0.111 0.12
H 0.3250 2.2662 5.7846 0.080 0.097 0.003 0.11
H -2.8191 -0.3240 -0.2295 -0.082 -0.018 -0.001 0.11
H -2.0019 -1.4637 -2.2405 -0.077 -0.050 0.000 0.10
H -1.3309 -2.1089 -4.2146 0.099 -0.011 -0.081 0.11
H -0.3170 -3.0535 -5.3270 -0.090 0.092 0.136 0.13
H -1.0439 -4.4414 -3.3830 -0.097 -0.091 0.010 0.08
H 0.7142 -4.2504 -3.4086 0.058 -0.068 -0.006 0.08
H -0.2593 -3.3121 -2.2713 -0.026 -0.031 0.095 0.07
```
Forces are in eV/Å.

Output
Electronic energy ... -1542.3531 Ha
SMILES ... CCCCn1nc2cc(C(=O)NCc3ccc(OC(F)(F)F)cc3)ccc2c1OCC